Below is a 2-piece molecular cluster, C5H13NS overall at a distorted geometry, with properties calculated with ωB97M-V/def2-TZVPD.

Properties
**HOMO energy**: -7.1 eV
**DFT total energy**: -650.99347 Eh
**LUMO level**: -0.123 hartree
**Total charge**: 0

Element x y z (Å)
C -0.478 -3.475 0.188
C 1.286 -2.180 -0.066
N 0.940 -3.575 0.140
H -0.841 -2.714 0.944
H -0.838 -4.426 0.478
H -1.018 -3.195 -0.737
H 0.556 -1.482 -0.478
H 2.222 -2.096 -0.568
H 1.312 -2.380 0.979
C 0.832 2.330 -0.723
C -0.606 2.784 -0.454
C -1.153 2.189 0.843
S -0.947 0.399 0.827
H 1.509 2.775 0.009
H 1.168 2.523 -1.741
H 0.903 1.223 -0.525
H -0.685 3.879 -0.516
H -1.225 2.411 -1.253
H -2.229 2.415 0.898
H -0.705 2.596 1.756